Entry 1:
{"formula": "C5H8N", "method": "ωB97M-V/def2-TZVPD", "species": ["C", "C", "C", "C", "C", "N", "H", "H", "H", "H", "H", "H", "H", "H"], "xyz": [[-1.237, 0.622, -0.380], [1.429, 1.171, 0.559], [-1.673, -0.308, 0.241], [-2.893, -0.776, 0.808], [2.705, -0.327, -1.054], [1.784, 0.489, -0.301], [-0.610, 1.343, -0.864], [1.444, 1.742, 1.411], [-3.698, -0.113, 0.446], [-2.850, -0.785, 1.878], [-3.110, -1.758, 0.724], [2.318, -0.092, -1.992], [2.786, -1.339, -0.795], [3.604, 0.132, -0.682]], "orbital_gap_ha": 0.3036, "largest_force_ev_per_a": 4.83, "lumo_energy_ev": -5.376, "e_homo_ev": -13.6, "total_charge": 1, "multiplicity": 1}

***

Entry 2:
{"formula": "C5H8N", "method": "ωB97M-V/def2-TZVPD", "species": ["C", "C", "C", "C", "C", "N", "H", "H", "H", "H", "H", "H", "H", "H"], "xyz": [[-0.466, -0.121, 0.505], [0.946, 0.607, -1.168], [1.082, -0.866, -0.888], [0.017, 1.039, -0.176], [-1.601, -0.222, 1.568], [0.180, -1.201, 0.110], [1.941, 0.862, -1.072], [0.609, 1.218, -2.079], [0.846, -1.702, -1.612], [2.030, -1.163, -0.713], [-0.042, 2.072, -0.010], [-2.566, -0.445, 1.202], [-1.572, 0.816, 1.919], [-1.403, -0.894, 2.415]], "orbital_gap_ha": 0.3331, "largest_force_ev_per_a": 4.89, "lumo_energy_ev": -7.320, "e_homo_ev": -16.4, "total_charge": 1, "multiplicity": 1}

***

Entry 3:
{"formula": "C5H8N", "method": "ωB97M-V/def2-TZVPD", "species": ["C", "C", "C", "C", "C", "N", "H", "H", "H", "H", "H", "H", "H", "H"], "xyz": [[-0.656, -1.393, 0.015], [-0.575, 0.643, 0.042], [-0.494, 1.949, -0.017], [-1.839, -0.565, -0.031], [1.742, -0.486, -0.007], [0.266, -0.437, 0.064], [-0.362, -2.364, 0.138], [0.349, 2.548, -0.105], [-1.260, 2.678, 0.043], [-2.338, -0.490, -0.916], [-2.441, -0.584, 0.773], [2.154, -1.601, 0.054], [2.329, 0.152, 0.656], [2.108, 0.042, -0.857]], "orbital_gap_ha": 0.3480, "largest_force_ev_per_a": 5.58, "lumo_energy_ev": -5.355, "e_homo_ev": -14.8, "total_charge": 1, "multiplicity": 1}

***

Entry 4:
{"formula": "C5H8N", "method": "ωB97M-V/def2-TZVPD", "species": ["C", "C", "C", "C", "N", "C", "H", "H", "H", "H", "H", "H", "H", "H"], "xyz": [[-1.359, 0.185, 1.000], [-1.018, 0.095, -0.529], [-0.381, 1.279, -1.109], [0.803, 0.976, -1.493], [0.452, -0.279, -0.745], [1.236, -0.766, 0.328], [-1.096, -0.831, 1.377], [-2.413, 0.341, 1.140], [-0.727, 0.927, 1.405], [-1.672, -0.465, -1.153], [1.699, 1.212, -2.000], [1.078, -0.403, 1.305], [1.150, -1.782, 0.407], [2.248, -0.490, 0.067]], "orbital_gap_ha": [0.3298, 0.3298], "largest_force_ev_per_a": 3.34, "lumo_energy_ev": [-6.362, -6.364], "e_homo_ev": [-15.3, -15.3], "total_charge": 1, "multiplicity": 1, "smiles": "C[C@H]1C2=C[N@@+]21C"}

***

Entry 5:
{"formula": "C5H8N", "method": "ωB97M-V/def2-TZVPD", "species": ["C", "C", "C", "C", "C", "N", "H", "H", "H", "H", "H", "H", "H", "H"], "xyz": [[-1.567, -0.041, 0.532], [-0.401, 0.557, 0.185], [0.108, 1.874, -0.520], [0.854, 1.261, 0.615], [0.072, -1.945, 0.128], [-0.680, -0.793, -0.376], [0.476, 1.585, -1.501], [-0.789, 2.605, -0.443], [0.698, 1.644, 1.588], [1.793, 0.707, 0.476], [-0.003, -2.821, -0.552], [1.097, -1.514, 0.311], [-0.385, -2.348, 1.004], [-1.273, -0.770, -1.446]], "orbital_gap_ha": 0.3343, "largest_force_ev_per_a": 5.16, "lumo_energy_ev": -5.837, "e_homo_ev": -14.9, "total_charge": 1, "multiplicity": 1}

***

Entry 6:
{"formula": "C5H8N", "method": "ωB97M-V/def2-TZVPD", "species": ["C", "C", "C", "C", "C", "N", "H", "H", "H", "H", "H", "H", "H", "H"], "xyz": [[1.860, -0.225, -1.956], [1.287, -0.341, -0.838], [-0.020, -1.564, 0.935], [0.522, -0.345, 1.576], [-1.865, 1.765, -0.615], [0.374, -0.384, 0.150], [2.276, 0.001, -2.882], [0.549, -2.381, 0.644], [-1.049, -1.639, 0.949], [-0.168, 0.211, 2.141], [1.497, -0.363, 1.824], [-1.159, 2.554, -1.042], [-2.099, 1.056, -1.270], [-2.005, 1.654, 0.384]], "orbital_gap_ha": [0.3922, 0.1727], "largest_force_ev_per_a": 5.40, "lumo_energy_ev": [-4.433, -8.062], "e_homo_ev": [-15.1, -12.8], "total_charge": 1, "multiplicity": 1}

***

Entry 7:
{"formula": "C5H8N", "method": "ωB97M-V/def2-TZVPD", "species": ["C", "C", "C", "C", "C", "N", "H", "H", "H", "H", "H", "H", "H", "H"], "xyz": [[1.639, 0.323, 0.075], [2.899, 0.408, 0.144], [0.490, -0.531, -0.357], [0.270, -1.917, 0.041], [-0.359, 1.837, -0.203], [0.301, 0.689, 0.390], [0.381, -0.266, -1.474], [1.141, -2.584, -0.049], [-0.492, -2.435, -0.574], [-0.075, -1.994, 1.102], [-0.313, 1.516, -1.276], [-1.352, 1.740, 0.297], [0.255, 2.755, 0.155], [0.193, 0.721, 1.436]], "orbital_gap_ha": 0.3575, "largest_force_ev_per_a": 3.60, "lumo_energy_ev": -5.970, "e_homo_ev": -15.7, "total_charge": 1, "multiplicity": 1}

***

Entry 8:
{"formula": "C5H8N", "method": "ωB97M-V/def2-TZVPD", "species": ["C", "C", "C", "C", "C", "N", "H", "H", "H", "H", "H", "H", "H", "H"], "xyz": [[2.858, -0.466, -0.035], [1.657, 0.062, 0.069], [0.717, 0.880, -0.063], [-0.505, 1.360, -0.258], [-1.661, 0.486, 0.072], [-1.297, -0.932, 0.014], [3.712, 0.177, 0.041], [3.150, -1.496, -0.134], [-0.687, 2.365, -0.495], [-1.841, 0.782, 1.208], [-2.520, 0.669, -0.532], [-0.343, -1.071, 0.192], [-1.866, -1.406, 0.726], [-1.374, -1.411, -0.806]], "orbital_gap_ha": 0.3262, "largest_force_ev_per_a": 3.87, "lumo_energy_ev": -4.100, "e_homo_ev": -13.0, "total_charge": 1, "multiplicity": 1, "smiles": "C=C=C=CC[NH3+]"}

***

Entry 9:
{"formula": "C5H8N", "method": "ωB97M-V/def2-TZVPD", "species": ["C", "C", "C", "C", "C", "N", "H", "H", "H", "H", "H", "H", "H", "H"], "xyz": [[2.061, 0.581, 0.025], [1.075, 1.402, -0.338], [0.291, -1.172, -0.493], [1.070, -0.517, 0.667], [0.144, 0.242, -0.064], [-2.363, 0.177, 0.092], [3.157, 0.681, 0.244], [0.907, 2.239, -0.847], [0.694, -1.522, -1.466], [-0.363, -1.893, -0.031], [1.327, -0.832, 1.647], [-2.388, 0.196, 1.112], [-2.834, -0.633, -0.384], [-2.777, 1.051, -0.165]], "orbital_gap_ha": 0.3190, "largest_force_ev_per_a": 3.94, "lumo_energy_ev": -5.995, "e_homo_ev": -14.7, "total_charge": 1, "multiplicity": 1}

***

Entry 10:
{"formula": "C5H8N", "method": "ωB97M-V/def2-TZVPD", "species": ["C", "C", "C", "C", "C", "N", "H", "H", "H", "H", "H", "H", "H", "H"], "xyz": [[-2.605, 0.007, -0.205], [-1.437, 0.668, -0.512], [-1.759, -0.679, 0.664], [-0.635, -0.527, -0.217], [1.848, 0.563, -0.457], [1.144, -0.173, 0.519], [-3.569, 0.342, -0.433], [-1.562, -0.411, 1.695], [-0.040, -1.076, -1.026], [2.010, -0.013, -1.373], [1.388, 1.546, -0.812], [2.769, 0.770, 0.086], [1.057, 0.126, 1.478], [1.391, -1.143, 0.593]], "orbital_gap_ha": [0.2549, 0.2947], "largest_force_ev_per_a": 6.25, "lumo_energy_ev": [-4.215, -7.021], "e_homo_ev": [-11.2, -15.0], "total_charge": 1, "multiplicity": 3}

***

Entry 11:
{"formula": "C5H8N", "method": "ωB97M-V/def2-TZVPD", "species": ["C", "C", "C", "C", "C", "N", "H", "H", "H", "H", "H", "H", "H", "H"], "xyz": [[-1.650, -0.931, 0.626], [-1.979, 0.283, 0.878], [0.650, 0.575, -0.030], [-0.758, 0.160, 0.130], [1.816, -0.526, 0.089], [-0.152, 0.636, -1.215], [-1.873, -1.906, 0.995], [-2.695, 1.012, 1.106], [0.954, 1.531, 0.412], [1.780, -0.792, 1.145], [2.780, -0.186, -0.287], [1.577, -1.442, -0.450], [-0.423, 1.549, -1.392], [-0.027, 0.037, -2.008]], "orbital_gap_ha": [0.2554, 0.3127], "largest_force_ev_per_a": 11.52, "lumo_energy_ev": [-3.316, -7.639], "e_homo_ev": [-10.3, -16.1], "total_charge": 1, "multiplicity": 3}

***

Entry 12:
{"formula": "C5H8N", "method": "ωB97M-V/def2-TZVPD", "species": ["C", "C", "C", "C", "C", "N", "H", "H", "H", "H", "H", "H", "H", "H"], "xyz": [[-0.949, -0.662, -0.316], [-2.938, 0.348, 0.699], [1.536, 1.003, -0.019], [0.100, -1.088, -0.966], [2.227, -0.061, 0.425], [-1.960, -0.089, 0.056], [-3.043, 0.269, 1.850], [-3.661, 0.936, 0.190], [0.789, 1.412, 0.708], [1.709, 1.366, -1.046], [0.930, -1.706, -0.745], [-0.066, -0.703, -2.024], [3.133, -0.429, -0.184], [2.193, -0.597, 1.373]], "orbital_gap_ha": [0.2685, 0.2514], "largest_force_ev_per_a": 11.01, "lumo_energy_ev": [-4.331, -8.051], "e_homo_ev": [-11.6, -14.9], "total_charge": 1, "multiplicity": 3}

***

Entry 13:
{"formula": "C5H8N2", "method": "ωB97M-V/def2-TZVPD", "species": ["H", "N", "C", "N", "C", "C", "C", "C", "H", "H", "H", "H", "H", "H", "H"], "xyz": [[-0.700, 3.056, -1.181], [-0.709, 2.053, -1.003], [-0.121, 1.772, 0.101], [0.341, 2.654, 1.059], [-0.105, 0.371, 0.502], [-0.391, -0.508, -0.427], [-0.474, -1.631, -1.061], [0.319, -2.616, -0.209], [1.112, 2.321, 1.619], [0.436, 3.607, 0.745], [-0.084, 0.076, 1.551], [-1.340, -1.928, -1.642], [1.398, -2.467, -0.202], [-0.029, -2.517, 0.833], [0.047, -3.605, -0.544]], "orbital_gap_ha": 0.3215, "largest_force_ev_per_a": 0.78, "lumo_energy_ev": 0.561, "e_homo_ev": -8.2, "total_charge": 0, "multiplicity": 1, "smiles": "[H]/N=C(\\N)C=C=CC"}

***

Entry 14:
{"formula": "C5H8N2", "method": "ωB97M-V/def2-TZVPD", "species": ["C", "C", "N", "C", "C", "N", "C", "H", "H", "H", "H", "H", "H", "H", "H"], "xyz": [[-1.890, 0.107, 0.492], [-1.045, -0.309, -0.715], [0.361, -0.085, -0.429], [1.200, -0.909, 0.286], [2.321, -0.167, 0.538], [2.197, 1.092, 0.007], [1.011, 1.106, -0.549], [-2.917, 0.312, 0.188], [-1.911, -0.654, 1.279], [-1.478, 1.029, 0.916], [-1.319, 0.283, -1.597], [-1.188, -1.362, -0.981], [0.934, -1.927, 0.535], [3.208, -0.459, 1.085], [0.567, 1.950, -1.064]], "orbital_gap_ha": 0.3556, "largest_force_ev_per_a": 0.28, "lumo_energy_ev": 0.936, "e_homo_ev": -8.7, "total_charge": 0, "multiplicity": 1, "smiles": "CCn1ccnc1"}

***

Entry 15:
{"formula": "C5H8N2", "method": "ωB97M-V/def2-TZVPD", "species": ["C", "C", "C", "N", "C", "N", "C", "H", "H", "H", "H", "H", "H", "H", "H"], "xyz": [[1.802, 0.083, -0.507], [0.643, -1.493, -0.064], [-0.524, -1.502, -0.847], [-1.391, -0.501, -0.439], [-0.844, 0.271, 0.523], [-1.532, 1.391, 1.039], [0.457, -0.287, 0.749], [1.660, 1.171, -0.440], [2.745, -0.209, -0.043], [1.774, -0.212, -1.555], [-0.819, -2.161, -1.662], [-2.358, -0.379, -0.739], [-1.141, 1.676, 1.932], [-1.518, 2.198, 0.416], [1.045, -0.046, 1.637]], "orbital_gap_ha": 0.2954, "largest_force_ev_per_a": 0.56, "lumo_energy_ev": 0.726, "e_homo_ev": -7.3, "total_charge": 0, "multiplicity": 1}

***

Entry 16:
{"formula": "C5H8N2", "method": "ωB97M-V/def2-TZVPD", "species": ["C", "C", "C", "N", "C", "C", "N", "H", "H", "H", "H", "H", "H", "H", "H"], "xyz": [[0.696, -0.628, 1.869], [0.417, -0.530, 0.389], [-0.733, -1.188, -0.301], [-0.746, 0.256, -0.003], [-0.708, 1.064, -1.218], [0.323, 2.084, -1.289], [1.274, 2.718, -1.223], [-0.240, -0.697, 2.432], [1.229, 0.269, 2.199], [1.309, -1.506, 2.105], [1.301, -0.450, -0.242], [-0.522, -1.559, -1.391], [-1.466, -1.738, 0.306], [-0.520, 0.539, -2.161], [-1.641, 1.597, -1.339]], "orbital_gap_ha": 0.3980, "largest_force_ev_per_a": 2.39, "lumo_energy_ev": 0.931, "e_homo_ev": -9.9, "total_charge": 0, "multiplicity": 1, "smiles": "C[C@H]1CN1CC#N"}

***

Entry 17:
{"formula": "C5H8N2", "method": "ωB97M-V/def2-TZVPD", "species": ["C", "C", "C", "N", "C", "C", "N", "H", "H", "H", "H", "H", "H", "H", "H"], "xyz": [[-0.576, 1.318, -0.090], [-0.265, -0.163, -0.067], [-1.323, -1.053, 0.572], [0.402, -0.754, -1.221], [1.168, -0.601, 0.018], [2.228, 0.385, 0.100], [3.074, 1.173, 0.162], [-0.725, 1.700, 0.924], [-1.498, 1.505, -0.655], [0.230, 1.901, -0.546], [-1.795, -1.663, -0.206], [-0.895, -1.725, 1.327], [-2.094, -0.444, 1.057], [0.673, -0.039, -1.892], [1.396, -1.540, 0.517]], "orbital_gap_ha": 0.4011, "largest_force_ev_per_a": 1.10, "lumo_energy_ev": 0.886, "e_homo_ev": -10.0, "total_charge": 0, "multiplicity": 1, "smiles": "CC1(C)N[C@H]1C#N"}

***

Entry 18:
{"formula": "C5H8N2", "method": "ωB97M-V/def2-TZVPD", "species": ["C", "C", "C", "C", "N", "N", "C", "H", "H", "H", "H", "H", "H", "H", "H"], "xyz": [[0.111, 1.103, 1.802], [-0.765, 1.114, 0.568], [-0.242, 0.888, -0.806], [1.103, 0.409, -1.068], [2.102, -0.126, -1.323], [-1.080, -0.094, -0.123], [0.000, -2.465, -1.117], [1.070, 0.618, 1.600], [0.303, 2.126, 2.147], [-0.390, 0.557, 2.608], [-1.587, 1.841, 0.615], [-0.659, 1.466, -1.636], [-0.710, -1.694, -0.804], [-0.320, -3.432, -1.497], [1.063, -2.310, -0.967]], "orbital_gap_ha": [0.4154, 0.2459], "largest_force_ev_per_a": 1.64, "lumo_energy_ev": [0.617, -1.503], "e_homo_ev": [-10.7, -8.2], "total_charge": 0, "multiplicity": 1}

***

Entry 19:
{"formula": "C5H8N2", "method": "ωB97M-V/def2-TZVPD", "species": ["C", "C", "C", "N", "C", "N", "C", "H", "H", "H", "H", "H", "H", "H", "H"], "xyz": [[2.299, -1.296, -0.037], [1.088, -0.938, 0.090], [-0.294, -0.321, -0.005], [-1.360, -0.976, -0.183], [-2.642, -0.107, 0.138], [-0.021, 1.061, -0.209], [1.340, 1.576, 0.099], [3.242, -1.875, 0.178], [-3.611, -0.723, 0.684], [-2.404, 0.878, 0.789], [-2.873, 0.609, -0.723], [-0.725, 1.820, -0.504], [1.567, 2.641, -0.424], [1.601, 1.936, 1.245], [2.129, 0.635, -0.206]], "orbital_gap_ha": 0.3491, "largest_force_ev_per_a": 4.70, "lumo_energy_ev": 0.648, "e_homo_ev": -8.9, "total_charge": 0, "multiplicity": 1, "smiles": "C#C/C(=N/C)NC"}

***

Entry 20:
{"formula": "C5H8N2", "method": "ωB97M-V/def2-TZVPD", "species": ["C", "C", "C", "N", "C", "C", "N", "H", "H", "H", "H", "H", "H", "H", "H"], "xyz": [[1.611, 0.451, 1.067], [0.493, 0.536, 0.061], [0.598, 0.209, -1.381], [-0.010, -0.730, -0.447], [-1.461, -0.891, -0.470], [-2.030, -0.459, 0.817], [-2.408, -0.052, 1.832], [2.439, -0.158, 0.693], [1.231, -0.015, 1.983], [1.987, 1.447, 1.320], [-0.269, 1.280, 0.302], [-0.058, 0.754, -2.063], [1.541, -0.113, -1.819], [-1.956, -0.313, -1.265], [-1.708, -1.946, -0.631]], "orbital_gap_ha": 0.3936, "largest_force_ev_per_a": 1.09, "lumo_energy_ev": 0.943, "e_homo_ev": -9.8, "total_charge": 0, "multiplicity": 1, "smiles": "C[C@H]1CN1CC#N"}

***

Calculated energy relative to the best compared isomer or geometry (same formula, charge and spin) in order - 5.723 3.686 3.641 5.704 6.898 8.223 6.954 3.560 6.373 5.928 5.289 3.825 3.156 0.187 4.680 2.017 1.299 5.715 6.377 1.744 eV
Calculated electronic energy in order - -249.61484 -249.68970 -249.69134 -249.61554 -249.57165 -249.52294 -249.56958 -249.69430 -249.59093 -249.47821 -249.50170 -249.55552 -304.71950 -304.82863 -304.66349 -304.76138 -304.78775 -304.62546 -304.60116 -304.77142 a.u.